No. 1
This record from the Open Molecules 2025 dataset describes an isolated molecule of C26H52FNO6S. The level of theory is the ωB97M-V functional and the def2-TZVPD basis.

Last column: Mulliken charge in e.
Atoms and positions in Å:
C -3.551 -2.778 4.154  -1.17
C -4.163 -2.295 2.834  0.27
C -3.541 -2.878 1.555  -0.60
O -3.103 -1.916 0.594  -0.53
C -1.766 -1.618 0.335  -0.44
F -1.883 -0.812 -0.806  -0.48
C -1.032 -2.937 -0.141  1.25
C -0.564 -2.910 -1.615  -2.08
C 0.524 -1.944 -2.076  0.95
C 0.678 -1.906 -3.597  -1.14
C 1.183 -3.206 -4.225  -0.70
C 2.699 -3.399 -4.165  -0.69
N 3.414 -2.204 -4.625  -0.53
C -0.016 -3.688 0.738  -1.02
O 1.328 -3.283 0.599  -0.58
O -0.354 -3.655 2.110  -0.39
S 0.170 -2.363 2.992  0.63
O -0.066 -2.760 4.354  -0.66
O -1.066 -1.364 2.658  -0.31
C -1.123 -0.649 1.395  1.43
C 0.288 -0.244 0.932  0.07
C 1.182 0.520 1.925  -1.30
C 1.301 2.041 1.750  -1.61
C 1.593 2.504 0.324  -0.33
C 2.940 1.993 -0.214  -0.45
C 3.756 3.039 -0.971  -1.21
C 2.999 3.714 -2.114  0.11
C 3.903 4.589 -2.994  -0.68
O 3.727 5.977 -2.783  -0.41
C 2.524 6.493 -3.308  -0.68
C -2.096 0.542 1.654  0.19
C -1.963 1.703 0.656  -2.00
C -2.024 1.056 3.101  -0.23
C -2.946 2.241 3.387  -0.75
C -4.420 1.937 3.139  -1.15
H -4.326 -2.905 4.911  0.36
H -2.820 -2.077 4.549  0.20
H -3.049 -3.739 4.036  0.32
H -4.141 -1.207 2.781  -0.35
H -5.221 -2.564 2.824  0.58
H -4.311 -3.436 1.020  0.40
H -2.744 -3.585 1.799  0.26
H -1.862 -3.645 -0.171  0.80
H -0.253 -3.940 -1.835  0.40
H -1.449 -2.738 -2.229  0.39
H 0.279 -0.937 -1.749  -0.45
H 1.492 -2.180 -1.625  0.16
H -0.282 -1.629 -4.042  0.47
H 1.385 -1.112 -3.840  0.57
H 0.872 -3.254 -5.273  0.36
H 0.722 -4.071 -3.739  0.30
H 2.947 -4.293 -4.751  0.37
H 3.018 -3.603 -3.139  0.31
H 4.411 -2.387 -4.645  0.23
H 3.151 -2.012 -5.588  0.20
H -0.104 -4.745 0.472  0.58
H 1.734 -3.793 -0.112  0.41
H 0.189 0.311 0.005  -0.12
H 0.813 -1.158 0.650  0.70
H 0.878 0.308 2.952  0.49
H 2.188 0.103 1.835  0.52
H 0.425 2.559 2.143  0.24
H 2.140 2.365 2.375  0.59
H 1.581 3.598 0.317  0.65
H 0.785 2.201 -0.345  0.14
H 3.535 1.633 0.631  0.37
H 2.793 1.129 -0.870  0.19
H 4.129 3.798 -0.276  0.27
H 4.640 2.550 -1.393  0.47
H 2.504 2.946 -2.717  0.26
H 2.211 4.355 -1.713  0.11
H 3.752 4.361 -4.057  0.37
H 4.952 4.398 -2.762  0.35
H 2.221 5.953 -4.212  0.32
H 2.697 7.537 -3.567  0.26
H 1.703 6.444 -2.585  0.23
H -3.094 0.129 1.528  1.07
H -2.940 2.151 0.472  0.42
H -1.317 2.493 1.037  0.27
H -1.580 1.390 -0.311  0.33
H -2.317 0.250 3.776  0.04
H -0.999 1.333 3.353  0.06
H -2.633 3.128 2.831  0.32
H -2.825 2.492 4.444  0.49
H -5.044 2.804 3.358  0.44
H -4.618 1.634 2.109  0.26
H -4.750 1.121 3.788  0.25

Cartesian forces (eV/Å) of the 2 atoms listed first:
C -0.06 0.00 -0.01
C -0.11 0.02 0.02

Calculated values
2S+1   1
Energy   -2026.06025 Eh
F_max   0.52 eV/Å
Frontier orbital gap   9.9 eV


No. 2
This record from the Open Molecules 2025 dataset describes a structure of composition C36H51BN7O3ReSi. The level of theory is the ωB97M-V functional and the def2-TZVPD basis.

Last column: Löwdin spin population.
Atoms and positions in Å:
Re 0.258 0.232 -0.364  2.35
C 0.901 -1.189 -3.730  0.00
Si 0.915 -2.468 -2.353  0.01
C 2.655 -3.201 -2.276  0.00
C -0.252 -3.809 -2.979  0.00
N 0.400 -1.866 -0.811  0.03
C 0.188 -2.746 0.245  0.01
C 0.625 -4.088 0.191  0.00
C 0.403 -5.015 1.196  0.00
C -0.257 -4.645 2.356  0.00
C -0.661 -3.323 2.482  0.00
C -0.456 -2.408 1.464  0.01
O -0.795 -1.076 1.677  0.08
C -1.885 -0.717 2.447  0.01
C -1.680 0.371 3.279  0.00
C -2.729 0.866 4.039  0.00
C -3.978 0.262 3.985  0.00
C -4.166 -0.836 3.152  0.00
C -3.126 -1.326 2.374  0.00
H 0.368 -1.610 -4.592  0.00
H 1.923 -0.959 -4.046  0.00
H 0.432 -0.238 -3.471  0.00
H 3.313 -2.709 -3.000  0.00
H 2.652 -4.274 -2.504  0.00
H 3.097 -3.074 -1.280  0.00
H 0.173 -4.272 -3.878  0.00
H -1.220 -3.369 -3.251  0.00
H -0.447 -4.599 -2.249  0.00
H 1.184 -4.407 -0.680  0.00
H 0.769 -6.028 1.072  0.00
H -0.424 -5.348 3.161  0.00
H -1.143 -2.982 3.390  0.00
H -0.705 0.843 3.296  0.00
H -2.566 1.733 4.667  0.00
H -4.798 0.644 4.580  0.00
H -5.138 -1.310 3.089  0.00
H -3.283 -2.165 1.719  0.00
C -3.790 -2.230 -2.861  0.00
C -2.807 -1.544 -1.944  0.00
N -2.389 -2.031 -0.840  0.01
O -2.895 -3.308 -0.561  0.00
C -2.241 -0.249 -2.397  0.01
C -2.822 0.407 -3.618  0.00
N -1.211 0.287 -1.830  0.01
O -0.625 1.343 -2.370  0.13
H -3.991 -3.235 -2.518  0.00
H -3.401 -2.271 -3.879  0.00
H -4.730 -1.676 -2.889  0.00
H -2.311 -3.598 0.149  0.00
H -3.910 0.330 -3.619  0.00
H -2.445 -0.062 -4.534  0.00
H -2.527 1.450 -3.635  0.00
B 4.153 -1.496 1.697  0.01
C 2.848 -0.829 1.128  0.05
N 1.904 -0.298 0.734  0.01
H 4.880 -0.588 2.068  0.00
H 3.829 -2.222 2.615  0.00
H 4.665 -2.129 0.786  0.00
C 2.844 2.604 1.283  0.00
C 1.999 2.723 2.557  0.00
C 1.904 1.433 3.385  0.00
C 0.604 3.304 2.352  0.04
C 0.243 4.324 3.226  0.00
C -1.010 4.912 3.225  0.06
C -1.917 4.466 2.277  0.00
C -1.627 3.461 1.363  0.04
C -2.706 3.188 0.320  0.00
C -2.232 3.585 -1.083  0.00
C -3.313 1.783 0.366  0.01
C -0.344 2.818 1.399  -0.01
N -0.055 1.802 0.532  -0.02
H 3.834 2.200 1.523  0.00
H 2.973 3.594 0.833  0.00
H 2.390 1.961 0.536  0.00
H 2.520 3.445 3.189  0.00
H 1.212 0.723 2.939  0.00
H 1.535 1.676 4.386  0.00
H 2.875 0.938 3.483  0.00
H 0.986 4.657 3.945  0.00
H -1.266 5.697 3.926  0.00
H -2.901 4.925 2.228  0.00
H -3.522 3.868 0.576  0.00
H -1.456 2.912 -1.446  0.00
H -1.829 4.602 -1.067  0.00
H -3.069 3.560 -1.790  0.00
H -2.559 1.009 0.285  0.00
H -4.022 1.650 -0.461  0.00
H -3.850 1.628 1.304  0.00
C 5.920 1.083 -2.448  0.00
N 4.475 1.209 -2.437  0.00
C 3.713 2.112 -3.149  0.00
C 2.419 1.873 -2.790  0.00
N 2.378 0.849 -1.874  0.08
C 3.623 0.479 -1.682  0.01
H 6.277 0.813 -3.441  0.00
H 6.206 0.303 -1.748  0.00
H 6.389 2.016 -2.141  0.00
H 4.159 2.818 -3.830  0.00
H 1.511 2.354 -3.118  0.00
H 3.961 -0.300 -1.011  0.00

Cartesian forces (eV/Å) of the 2 atoms listed first:
Re -0.16 -0.04 0.38
C 0.03 0.16 -0.07

Calculated values
2S+1   4
Energy   -2404.01821 Eh
Net charge   -1
Energy relative to the best compared isomer or geometry (same formula, charge and spin)   20.8 kcal/mol
F_max   0.53 eV/Å
Frontier orbital gap (alpha / beta)   5.8 / 7.2 eV
⟨S²⟩   3.822


No. 3
This record from the Open Molecules 2025 dataset describes a structure of composition CH4BrNO5PS2. The level of theory is the ωB97M-V functional and the def2-TZVPD basis.

Last column: natural (NBO) charge in e.
Atoms and positions in Å:
C -0.995 -1.409 1.562  -0.99
P -0.778 -0.983 -0.204  0.83
O -0.218 -2.423 -0.816  -0.97
S 1.143 0.036 0.080  2.03
O 2.196 -0.920 -0.161  -0.95
O 1.075 0.651 1.390  -0.98
N 1.199 1.109 -1.117  -1.23
S 0.352 2.424 -0.944  2.23
O 1.121 3.574 -0.575  -0.92
O -0.938 2.250 -0.331  -0.94
Br -0.133 2.782 -3.121  -0.30
H -1.110 -0.459 2.081  0.26
H -1.911 -1.993 1.656  0.21
H -0.145 -1.941 1.984  0.24
H -0.859 -2.699 -1.483  0.48

Cartesian forces (eV/Å) of the 2 atoms listed first:
C -0.03 0.14 -0.12
P -0.09 0.02 0.08

Calculated values
2S+1   1
Energy   -4183.28777 Eh
Net charge   -1
Energy relative to the best compared isomer or geometry (same formula, charge and spin)   0.0 kcal/mol
F_max   0.30 eV/Å
Frontier orbital gap   8.8 eV